Version A
Entry from OMol25: C55H40Cl3F15Ge3N5O3STi as an isolated structure (wB97M-V/def2-TZVPD).

Last column: Mulliken charge in e.
Element x y z (Å)
1 Ti 1.1963 0.2629 -0.4962  0.33
2 O -0.5479 -0.7304 -1.3471  -0.10
3 C -0.6983 -0.4001 -2.7301  -1.78
4 C 0.6391 -0.2170 -3.3835  0.88
5 C 0.7878 -0.4487 -4.7436  -0.42
6 C 1.9855 -0.1283 -5.3412  -1.05
7 C 3.0056 0.3942 -4.5651  -1.20
8 C 2.7924 0.5500 -3.2097  -0.76
9 N 1.6339 0.2477 -2.6238  1.67
10 H -1.2857 -0.2217 -0.8627  -0.74
11 H -1.2378 0.5521 -2.7847  0.56
12 H -1.2736 -1.1621 -3.2439  0.59
13 H -0.0277 -0.8865 -5.3039  0.52
14 H 2.1314 -0.3005 -6.4015  0.47
15 H 3.9644 0.6642 -4.9881  0.53
16 H 3.5717 0.9242 -2.5656  0.50
17 Cl 6.3466 3.4102 3.7109  -0.23
18 C 4.9437 2.9030 2.8198  0.25
19 C 5.0675 1.9152 1.8600  -1.09
20 C 3.9277 1.5536 1.1699  0.28
21 Cl 3.9419 0.2471 0.0140  0.30
22 C 2.6721 2.1267 1.3666  -1.01
23 O 1.6345 1.7684 0.6552  0.89
24 C 2.5963 3.0823 2.3871  0.71
25 Cl 1.0385 3.7178 2.7921  -0.07
26 C 3.7149 3.4795 3.0976  -0.87
27 H 6.0196 1.4390 1.6625  0.55
28 H 3.6230 4.2272 3.8734  0.52
29 C 5.5744 -2.1204 -1.8521  -1.22
30 Ge 4.3113 -3.2120 -0.7844  1.65
31 C 5.0773 -3.2074 1.0340  -1.12
32 C 4.5163 -5.0372 -1.4834  -1.25
33 Ge 1.9952 -2.4006 -0.8866  0.21
34 C 1.0129 -3.6295 0.3381  0.13
35 C -0.3394 -3.3981 0.6219  0.66
36 C -1.0562 -4.2076 1.4964  -0.92
37 C -0.4333 -5.2826 2.1198  -0.65
38 C 0.9064 -5.5377 1.8518  -1.24
39 C 1.6134 -4.7190 0.9740  -0.30
40 C 1.4690 -3.1041 -2.6731  -0.23
41 C 0.1619 -3.5385 -2.9155  -0.15
42 C -0.2417 -3.9683 -4.1755  -0.58
43 C 0.6634 -3.9864 -5.2305  -0.74
44 C 1.9730 -3.5795 -5.0084  -0.91
45 C 2.3616 -3.1420 -3.7475  0.14
46 H 6.4320 -2.7441 -2.1197  0.49
47 H 5.9474 -1.2675 -1.2816  0.35
48 H 5.1346 -1.7384 -2.7783  0.28
49 H 6.1273 -3.5118 0.9880  0.52
50 H 4.5534 -3.9064 1.6925  0.34
51 H 5.0392 -2.2126 1.4866  0.22
52 H 5.5800 -5.2943 -1.5160  0.49
53 H 4.1108 -5.1073 -2.4955  0.33
54 H 4.0004 -5.7774 -0.8668  0.35
55 H -0.8468 -2.5555 0.1694  0.22
56 H -2.1043 -3.9906 1.6950  0.36
57 H -0.9887 -5.9175 2.8017  0.38
58 H 1.4062 -6.3783 2.3231  0.40
59 H 2.6579 -4.9556 0.7899  0.01
60 H -0.5601 -3.5501 -2.1044  0.29
61 H -1.2626 -4.3024 -4.3303  0.48
62 H 0.3552 -4.3333 -6.2106  0.37
63 H 2.6949 -3.6061 -5.8187  0.50
64 H 3.3907 -2.8224 -3.6124  0.23
65 C 1.7605 -2.7199 4.3264  -0.88
66 N 1.1757 -1.7641 3.3952  0.48
67 C -0.0544 -1.1515 3.5040  -1.30
68 C -0.2366 -0.4577 2.3492  -0.58
69 N 0.8519 -0.6626 1.5224  2.22
70 C 1.6796 -1.4401 2.1951  -1.49
71 H 1.4806 -2.4479 5.3414  0.35
72 H 2.8441 -2.6857 4.2388  0.31
73 H 1.4093 -3.7252 4.0995  0.30
74 H -0.6703 -1.2611 4.3840  0.60
75 H -1.0454 0.1889 2.0450  0.08
76 H 2.6316 -1.8115 1.8469  0.36
77 N 0.3545 6.0768 0.9159  -0.18
78 C 0.0130 6.3272 -0.3748  0.38
79 O -0.4109 7.4084 -0.7471  -0.70
80 C 0.2343 5.2084 -1.3571  0.05
81 C 0.2730 5.5193 -2.7100  -0.57
82 C 0.5014 4.5025 -3.6209  -1.22
83 C 0.6650 3.2091 -3.1405  -0.15
84 N 0.5932 2.8970 -1.8486  0.55
85 C 0.3813 3.8870 -0.9834  -0.12
86 H 0.2384 6.8197 1.5841  0.20
87 H 0.7734 5.2121 1.2177  0.07
88 H 0.1338 6.5499 -3.0101  0.51
89 H 0.5541 4.6960 -4.6845  0.49
90 H 0.8340 2.3958 -3.8367  0.31
91 H 0.3208 3.5686 0.0530  0.00
92 F -4.0468 -0.1486 -1.8206  0.07
93 C -5.1955 0.1422 -1.2042  -0.31
94 C -5.2230 0.8552 -0.0181  -0.01
95 C -6.4723 1.0619 0.5402  0.55
96 F -6.5689 1.7295 1.7030  -0.35
97 C -7.6438 0.6186 -0.0369  0.02
98 F -8.8235 0.8482 0.5337  -0.30
99 C -7.5750 -0.0783 -1.2289  0.79
100 F -8.6826 -0.5200 -1.8039  -0.31
101 C -6.3488 -0.3205 -1.8135  -0.21
102 F -6.2850 -1.0037 -2.9552  -0.31
103 Ge -3.6396 1.5440 0.9329  2.03
104 S -1.8175 1.4899 -0.1695  -0.85
105 C -3.9012 3.4318 1.4225  -0.54
106 C -4.7294 4.3141 0.7525  -0.19
107 F -5.5672 3.8812 -0.1985  -0.32
108 C -4.7320 5.6750 1.0035  0.04
109 F -5.5444 6.4878 0.3355  -0.31
110 C -3.8773 6.1865 1.9584  0.83
111 F -3.8508 7.4910 2.2094  -0.32
112 C -3.0364 5.3351 2.6495  0.04
113 F -2.1960 5.8299 3.5638  -0.38
114 C -3.0557 3.9886 2.3640  0.69
115 F -2.2104 3.2026 3.0483  -0.48
116 C -3.6445 0.3968 2.5455  0.28
117 C -4.0190 0.7865 3.8193  -0.12
118 F -4.4558 2.0270 4.0625  -0.33
119 C -3.9779 -0.0749 4.9025  0.25
120 F -4.3373 0.3360 6.1147  -0.32
121 C -3.5606 -1.3791 4.7149  0.82
122 F -3.5105 -2.2146 5.7385  -0.36
123 C -3.1980 -1.8118 3.4545  -0.17
124 F -2.8021 -3.0713 3.2716  -0.41
125 C -3.2535 -0.9222 2.4009  0.64
126 F -2.8998 -1.3811 1.1930  -0.53

Values from the calculation:
- 2S+1 = 2
- total charge = 0
- frontier orbital gap (spin up / spin down) (hartree) = 0.267 / 0.266


Version B
Entry from OMol25: C55H40Cl3F15Ge3N5O3STi as an isolated structure (wB97M-V/def2-TZVPD).

Last column: Mulliken charge in e.
Element x y z (Å)
1 Ti -1.2771 -0.1668 -0.1682  0.66
2 O -1.6116 1.2741 1.4632  -0.38
3 C -1.0498 1.5510 2.7646  -0.90
4 C 0.3866 2.0289 2.8036  1.13
5 C 0.7496 2.8862 3.8320  -1.22
6 C 2.0896 3.1767 4.0206  -0.81
7 C 3.0122 2.6084 3.1650  -1.28
8 C 2.5450 1.8271 2.1187  -0.20
9 N 1.2623 1.5468 1.9279  1.09
10 H -1.4194 2.0755 0.9280  0.12
11 H -1.1280 0.6040 3.2960  -0.57
12 H -1.6705 2.2882 3.2730  0.54
13 H -0.0027 3.2754 4.5102  0.49
14 H 2.4073 3.8248 4.8279  0.45
15 H 4.0737 2.7650 3.3044  0.57
16 H 3.2417 1.3818 1.4108  0.58
17 Cl -7.2840 0.0864 -4.4417  -0.23
18 C -5.7673 -0.1620 -3.6353  0.35
19 C -5.4010 0.6742 -2.5976  -0.91
20 C -4.1882 0.4518 -1.9792  0.99
21 Cl -3.6749 1.4464 -0.6446  -0.09
22 C -3.3014 -0.5675 -2.3461  -1.81
23 O -2.1484 -0.7386 -1.7323  1.20
24 C -3.7321 -1.3917 -3.3899  0.75
25 Cl -2.7088 -2.7073 -3.8831  -0.22
26 C -4.9406 -1.1976 -4.0339  -0.63
27 H -6.0453 1.4833 -2.2812  0.52
28 H -5.2346 -1.8520 -4.8432  0.48
29 C 2.8709 -4.1650 3.0522  -1.27
30 Ge 2.1696 -3.0997 1.5451  1.10
31 C 1.5623 -4.4505 0.2163  -1.12
32 C 3.8324 -2.3627 0.7749  -1.10
33 Ge 0.3661 -1.5342 2.2788  0.21
34 C -0.8939 -2.8577 3.1741  -0.07
35 C -2.0080 -2.3943 3.8814  0.22
36 C -2.8880 -3.2548 4.5308  -1.20
37 C -2.6809 -4.6269 4.4796  -0.72
38 C -1.5861 -5.1239 3.7822  -1.23
39 C -0.7124 -4.2510 3.1397  0.02
40 C 1.2625 -0.9250 3.9812  0.27
41 C 0.5329 -0.5517 5.1155  -0.06
42 C 1.1481 -0.0350 6.2506  -0.92
43 C 2.5268 0.1262 6.2871  -0.60
44 C 3.2787 -0.2467 5.1813  -0.84
45 C 2.6502 -0.7566 4.0497  0.13
46 H 3.5401 -4.9341 2.6517  0.51
47 H 2.0791 -4.6502 3.6242  0.36
48 H 3.4398 -3.5324 3.7357  0.31
49 H 1.9664 -4.2182 -0.7736  0.32
50 H 0.4734 -4.5179 0.1432  0.16
51 H 1.9414 -5.4321 0.5156  0.69
52 H 4.4409 -3.2122 0.4460  0.43
53 H 4.4023 -1.8142 1.5287  0.50
54 H 3.6607 -1.7093 -0.0804  0.05
55 H -2.2193 -1.3273 3.9141  0.39
56 H -3.7443 -2.8556 5.0642  0.42
57 H -3.3678 -5.3006 4.9801  0.39
58 H -1.4120 -6.1938 3.7380  0.47
59 H 0.1208 -4.6730 2.5905  0.09
60 H -0.5426 -0.6976 5.1408  0.20
61 H 0.5477 0.2412 7.1114  0.43
62 H 3.0097 0.5301 7.1693  0.38
63 H 4.3579 -0.1350 5.1947  0.45
64 H 3.2649 -1.0331 3.2003  -0.07
65 C 1.3282 -3.3396 -3.7067  -0.94
66 N 1.2024 -2.3354 -2.6596  0.95
67 C 2.0999 -1.3279 -2.3623  -0.78
68 C 1.5569 -0.6348 -1.3331  -1.11
69 N 0.3422 -1.2036 -0.9868  1.65
70 C 0.1757 -2.2185 -1.8142  -1.59
71 H 2.3247 -3.7746 -3.6822  0.35
72 H 1.1467 -2.8975 -4.6834  0.23
73 H 0.5948 -4.1221 -3.5309  0.33
74 H 3.0227 -1.1914 -2.9007  0.71
75 H 1.9423 0.2187 -0.8000  -0.04
76 H -0.6818 -2.8655 -1.8598  0.37
77 N -6.1745 -0.1240 2.1491  -0.24
78 C -5.8228 -1.4060 2.4480  0.03
79 O -6.4461 -2.1004 3.2233  -0.65
80 C -4.5890 -1.9203 1.7645  0.20
81 C -4.4516 -3.2783 1.5411  -0.85
82 C -3.2828 -3.7286 0.9668  -1.47
83 C -2.3011 -2.8173 0.6283  1.01
84 N -2.4189 -1.5017 0.8398  2.19
85 C -3.5493 -1.0791 1.4210  -1.02
86 H -7.0324 0.2218 2.5448  0.25
87 H -5.7831 0.3641 1.3619  0.16
88 H -5.2447 -3.9512 1.8436  0.53
89 H -3.1123 -4.7818 0.7951  0.54
90 H -1.3512 -3.1458 0.2276  -0.83
91 H -3.6000 -0.0281 1.6584  0.83
92 F -0.8082 0.3743 -3.8397  0.73
93 C 0.0586 0.9259 -4.6871  -0.70
94 C 0.8223 2.0272 -4.3362  0.11
95 C 1.6536 2.5363 -5.3218  0.90
96 F 2.4348 3.5942 -5.0516  -0.38
97 C 1.7569 1.9854 -6.5831  0.19
98 F 2.5802 2.4972 -7.4981  -0.31
99 C 0.9885 0.8815 -6.8906  0.56
100 F 1.0668 0.3284 -8.0978  -0.32
101 C 0.1325 0.3562 -5.9455  -0.21
102 F -0.6233 -0.7035 -6.2602  -0.35
103 Ge 0.8683 2.9140 -2.5649  -0.21
104 S -0.5002 2.1426 -1.1154  -0.38
105 C 2.7657 2.9390 -2.0032  0.15
106 C 3.7660 2.1183 -2.4914  0.44
107 F 3.5059 1.1858 -3.4250  -0.45
108 C 5.0787 2.2053 -2.0615  0.45
109 F 6.0141 1.3904 -2.5507  -0.33
110 C 5.4187 3.1604 -1.1258  0.65
111 F 6.6781 3.2727 -0.7156  -0.32
112 C 4.4460 3.9873 -0.5995  0.40
113 F 4.7823 4.9066 0.3053  -0.37
114 C 3.1385 3.8322 -1.0108  -0.08
115 F 2.2142 4.6074 -0.4316  -0.52
116 C 0.3632 4.7586 -3.0702  -0.03
117 C 1.1748 5.8819 -3.1222  0.33
118 F 2.4972 5.8033 -2.9358  -0.35
119 C 0.6787 7.1383 -3.4165  0.10
120 F 1.4886 8.1969 -3.4586  -0.30
121 C -0.6662 7.2981 -3.6805  0.79
122 F -1.1507 8.5039 -3.9607  -0.31
123 C -1.5029 6.2003 -3.6745  -0.26
124 F -2.7979 6.3496 -3.9554  -0.30
125 C -0.9751 4.9590 -3.3813  0.06
126 F -1.8161 3.9166 -3.4208  -0.18

Values from the calculation:
- 2S+1 = 2
- total charge = 0
- frontier orbital gap (spin up / spin down) (hartree) = 0.222 / 0.226


Which of them is the most stable? Correct choice: version A.


Version A
Entry from OMol25: an isolated ion of composition C13H21N4O4S2 and charge -1 (wB97M-V/def2-TZVPD).

Last column: Mulliken charge in e.
Element x y z (Å)
1 C -0.6662 5.9434 -2.7260  -0.66
2 O -0.8898 4.6158 -2.2294  -0.32
3 C -0.7260 4.5866 -0.8857  0.49
4 O -0.3543 5.5323 -0.2090  -0.64
5 N -1.0455 3.2783 -0.4520  -0.39
6 N -0.9588 3.2060 0.8400  -0.40
7 C -0.8733 2.0426 1.3931  -0.49
8 C -0.8165 2.0461 2.8771  -1.29
9 C -0.8510 0.8156 0.5061  1.19
10 S 0.9641 0.5186 0.2196  -0.37
11 C 1.0000 -0.8844 -0.8194  0.49
12 S 0.2915 -0.8918 -2.3171  -0.39
13 N 1.7559 -1.9257 -0.3256  0.20
14 C 2.0682 -2.9987 -1.2824  -0.64
15 C 2.5753 -4.2055 -0.5136  -0.66
16 O 3.6792 -3.8612 0.3284  -0.36
17 C 3.3294 -2.8682 1.2929  -0.74
18 C 2.8078 -1.5943 0.6513  -0.45
19 C -1.4232 -0.4604 1.1139  -0.19
20 O -1.0926 -0.8498 2.2391  -0.75
21 N -2.3054 -1.1588 0.3607  0.22
22 C -2.6939 -2.4774 0.8142  -1.05
23 C -2.7896 -0.7354 -0.9470  -0.68
24 H -0.7916 5.8733 -3.8025  0.21
25 H -1.3983 6.6389 -2.2987  0.26
26 H 0.3431 6.2926 -2.4772  0.27
27 H -0.9867 1.0393 3.2683  0.32
28 H 0.1624 2.4061 3.2290  0.17
29 H -1.5589 2.7710 3.2574  0.36
30 H -1.2286 1.0793 -0.4837  0.90
31 H 2.8413 -2.6759 -2.0059  0.31
32 H 1.1538 -3.2473 -1.8323  0.44
33 H 1.7423 -4.6265 0.0795  0.32
34 H 2.9869 -4.9597 -1.2000  0.33
35 H 4.2638 -2.6749 1.8368  0.33
36 H 2.5618 -3.2492 1.9894  0.32
37 H 3.6549 -1.0726 0.1618  0.27
38 H 2.3746 -0.9327 1.4132  0.43
39 H -2.5806 -2.5308 1.8982  0.32
40 H -3.7340 -2.6531 0.5223  0.35
41 H -2.0517 -3.2409 0.3486  0.28
42 H -3.1773 0.2936 -0.9090  0.31
43 H -1.9724 -0.7799 -1.6893  0.09
44 H -3.5900 -1.4242 -1.2353  0.29

Values from the calculation:
- 2S+1 = 1
- total charge = -1
- frontier orbital gap (hartree) = 0.214


Version B
Entry from OMol25: C13H21N4O4S2 as an isolated structure (wB97M-V/def2-TZVPD).

Last column: Mulliken charge in e.
Element x y z (Å)
1 C -3.5983 4.5952 -1.4831  -0.65
2 O -3.2724 3.8014 -0.3202  -0.29
3 C -1.9436 3.7002 -0.0891  0.51
4 N -1.7834 2.9164 1.1071  -0.07
5 N -0.5760 2.7032 1.4685  -0.44
6 C -0.3777 1.9094 2.5536  0.06
7 C 1.0688 1.6575 2.8135  -1.12
8 C -1.4602 1.2452 3.2033  0.21
9 C -1.3210 0.6164 4.5424  0.39
10 O -0.2276 0.1501 4.9113  -0.78
11 N -2.4140 0.5122 5.3632  0.22
12 C -2.3025 -0.2600 6.5748  -1.08
13 C -3.7198 1.1086 5.1486  -0.90
14 O -1.0696 4.1908 -0.7746  -0.58
15 H -4.6826 4.5404 -1.5614  0.21
16 H -3.2820 5.6333 -1.3516  0.27
17 H -3.1272 4.1924 -2.3821  0.28
18 H 1.1665 1.0243 3.7020  0.31
19 H 1.5392 1.1356 1.9587  0.22
20 H 1.5949 2.6127 2.9820  0.31
21 H -2.4547 1.5760 2.9217  0.56
22 H -1.2474 -0.4952 6.7372  0.31
23 H -2.7049 0.3227 7.4137  0.33
24 H -2.8977 -1.1861 6.5054  0.30
25 H -3.6591 2.0286 4.5464  0.32
26 H -4.4050 0.3922 4.6582  0.20
27 H -4.1494 1.3416 6.1375  0.30
28 C -2.9340 -5.1758 3.5968  -0.62
29 C -3.4700 -3.9770 2.8276  -0.59
30 N -2.3645 -3.0279 2.6484  0.10
31 C -2.7003 -1.6998 2.3851  0.47
32 S -4.2389 -1.1077 2.6859  -0.52
33 S -1.5098 -0.6813 1.7387  -0.37
34 C -1.2372 -3.6190 1.9164  -0.42
35 C -0.7517 -4.8423 2.6838  -0.67
36 O -1.8071 -5.7764 2.9468  -0.36
37 H -2.6795 -4.8647 4.6300  0.31
38 H -3.6679 -5.9876 3.6162  0.32
39 H -3.8396 -4.3323 1.8452  0.27
40 H -4.2773 -3.4782 3.3815  0.40
41 H -1.5690 -3.9551 0.9129  0.25
42 H -0.4460 -2.8639 1.8290  0.37
43 H -0.0488 -5.4291 2.0826  0.32
44 H -0.2658 -4.5144 3.6247  0.31

Values from the calculation:
- 2S+1 = 1
- total charge = -1
- frontier orbital gap (hartree) = 0.226


Which of them is the most stable? Correct choice: version A.